Molecular formula: C60H120N12
Method: DFT, ωB97M-V/def2-TZVPD

Structure (XYZ):
```
192
Properties=species:S:1:pos:R:3:forces:R:3:mulliken_charge:R:1
N -17.575647 5.109980 12.045019 1.126 0.458 -0.739 -0.007
C -16.498104 5.874136 11.649956 0.151 0.283 -0.901 -0.560
C -16.119888 5.474485 10.369486 0.744 0.715 0.617 -0.401
C -16.901876 4.387002 9.960713 -1.961 0.205 2.450 -0.393
C -17.816403 4.239793 11.036172 -0.055 -1.605 -1.703 -0.413
H -17.963989 5.130852 12.977142 -0.156 -0.133 -0.443 0.213
H -16.152760 6.730892 12.209528 -0.016 -0.228 0.118 0.440
H -15.343558 5.948139 9.786918 0.059 0.010 0.147 0.374
H -16.909295 3.777126 9.069432 0.094 0.267 0.054 0.391
H -18.624421 3.523282 11.047885 0.013 0.051 0.400 0.358
N -24.411355 10.504999 3.402116 0.906 -1.689 -1.672 -0.022
C -23.135314 10.120626 3.741309 -0.065 0.691 1.514 -0.485
C -22.881082 10.692951 5.000565 -0.244 -0.843 -1.091 -0.400
C -24.068020 11.345409 5.395000 -0.308 0.393 -0.346 -0.348
C -24.986499 11.230132 4.356395 -0.173 0.750 1.923 -0.486
H -24.865267 10.029653 2.635229 -0.206 0.518 0.108 0.234
H -22.607905 9.390364 3.145513 0.103 0.315 0.002 0.381
H -21.976958 10.625719 5.587456 -0.039 -0.111 -0.159 0.390
H -24.216238 11.848167 6.339292 -0.070 0.121 -0.182 0.378
H -25.989913 11.623115 4.284863 0.108 -0.142 -0.099 0.361
N -22.208970 9.768028 16.681715 1.619 -1.101 1.874 -0.038
C -20.967530 9.728730 17.342947 -0.151 -0.092 -1.637 -0.407
C -20.653227 8.418337 17.604880 0.226 1.007 1.656 -0.359
C -21.816779 7.652979 17.475972 -1.851 0.714 -2.393 -0.515
C -22.741478 8.483406 16.787876 0.570 0.388 0.594 -0.376
H -22.566436 10.610919 16.255281 -0.320 -0.501 0.166 0.200
H -20.346193 10.588964 17.543793 -0.194 0.109 -0.455 0.353
H -19.702043 8.145521 18.037570 -0.164 -0.197 0.145 0.402
H -21.992984 6.609801 17.693065 0.146 0.097 -0.069 0.377
H -23.745901 8.353141 16.412947 0.125 -0.426 0.111 0.364
N -16.239587 13.862993 4.721748 -0.099 0.003 -1.360 -0.022
C -16.666669 13.088134 3.626190 -0.778 1.065 1.590 -0.400
C -18.047077 13.283985 3.555341 1.834 -1.933 -0.962 -0.359
C -18.435391 14.166575 4.568500 -1.163 -0.306 -0.831 -0.400
C -17.313371 14.574301 5.189192 0.404 0.394 1.300 -0.520
H -15.271004 14.001805 4.972076 -0.336 0.108 -0.024 0.195
H -15.971760 12.457831 3.091205 -0.194 0.071 0.031 0.364
H -18.603235 12.647031 2.883492 -0.494 0.422 0.040 0.384
H -19.469246 14.385772 4.790993 0.221 0.423 0.081 0.398
H -17.299063 15.338838 5.951866 0.601 -0.263 0.143 0.359
N -22.830178 16.719266 14.919633 0.878 -0.879 -0.009 -0.040
C -21.987299 16.132841 13.989138 -0.181 -0.314 1.173 -0.505
C -22.274613 16.718598 12.798511 3.056 -0.808 -1.449 -0.338
C -23.008551 17.827674 13.047672 -3.515 1.560 -0.842 -0.463
C -23.536243 17.700993 14.295238 0.295 1.142 1.448 -0.370
H -22.684333 16.578772 15.909119 -0.492 0.149 -0.231 0.237
H -21.117670 15.589967 14.328866 -0.400 -0.559 -0.221 0.359
H -21.843760 16.528373 11.826620 0.330 -0.245 0.222 0.361
H -23.330811 18.555078 12.317308 -0.160 -0.122 -0.033 0.373
H -24.294298 18.262437 14.821107 0.197 0.077 -0.053 0.388
N -8.962926 17.211909 6.371117 -2.149 -0.287 -3.186 -0.011
C -10.280575 16.853231 5.982637 0.132 1.824 -0.561 -0.616
C -10.911730 16.211939 7.014532 1.226 0.408 -0.582 -0.332
C -9.883783 16.061238 7.935055 1.878 -1.280 2.790 -0.440
C -8.664662 16.590358 7.500451 -1.132 -0.044 1.171 -0.360
H -8.361125 17.840693 5.858715 -0.145 -0.452 -0.107 0.204
H -10.734074 17.199572 5.065694 0.355 0.216 -0.027 0.369
H -11.937129 15.895880 7.137214 0.187 0.021 -0.289 0.435
H -9.977926 15.573620 8.894095 -0.014 -0.167 -0.020 0.375
H -7.624613 16.632481 7.788420 -0.351 -0.223 0.817 0.380
C -18.153329 21.274839 15.540195 -0.135 1.157 -0.496 -1.317
C -18.075591 22.609228 16.296617 0.245 -0.779 0.795 -0.571
N -16.863001 23.355009 16.127929 0.293 -0.874 -0.994 0.049
C -15.632105 22.731892 16.728841 -0.533 0.757 -1.839 -0.610
C -15.548793 22.737997 18.220737 -0.496 -0.122 1.463 -1.189
C -17.145280 24.728821 16.481788 0.950 -0.456 -0.498 -0.473
C -15.886424 25.513704 16.135550 -0.451 0.914 0.777 -1.325
H -17.413487 20.542873 15.864150 -0.446 -0.145 0.338 0.293
H -17.932599 21.451361 14.487472 0.107 0.180 -0.111 0.323
H -19.196440 20.958553 15.541857 0.197 -0.608 0.368 0.404
H -18.901182 23.289108 16.086243 -0.138 -0.324 -0.544 0.435
H -18.160788 22.464480 17.373600 -0.559 -0.619 0.516 0.374
H -15.545546 21.697617 16.395842 -0.590 -0.157 -0.021 0.356
H -14.824816 23.149263 16.127019 0.396 0.531 0.760 0.408
H -14.583051 22.541267 18.686295 0.167 -0.394 -0.489 0.379
H -15.893137 23.601059 18.790526 -0.069 0.624 -0.652 0.300
H -16.259855 21.978630 18.546083 0.223 -0.322 0.329 0.339
H -17.533012 24.722061 17.500480 0.544 0.744 0.770 0.415
H -18.017168 25.082651 15.931589 0.193 -0.079 -0.547 0.385
H -16.087522 26.584124 16.092371 0.038 0.087 0.121 0.412
H -15.505031 25.224690 15.156205 -0.106 -0.188 0.106 0.336
H -15.128335 25.347174 16.900842 0.170 0.069 -0.156 0.276
C -13.485830 20.952427 9.820771 -0.618 0.471 -0.690 -1.193
C -12.353045 21.955474 10.087729 0.682 0.161 0.241 -0.410
N -11.906181 22.966627 9.070306 0.169 -1.325 -0.473 -0.014
C -11.003440 24.018283 9.645610 -1.432 -0.559 -0.974 -0.709
C -9.707236 23.484352 10.203004 -0.846 0.128 1.647 -0.932
C -11.266247 22.321458 7.868255 -0.949 0.845 -0.395 -0.541
C -12.238820 22.142382 6.673546 -1.351 0.402 0.504 -1.335
H -14.478038 21.371248 9.988724 -0.022 0.159 -0.032 0.286
H -13.405124 20.072279 10.458670 0.225 0.202 0.259 0.365
H -13.503120 20.545911 8.809560 0.259 0.168 -0.122 0.258
H -12.562275 22.519012 10.996984 -0.314 0.126 -0.006 0.425
H -11.557135 21.282055 10.405759 0.853 0.143 -0.201 0.289
H -11.628182 24.552982 10.361076 0.279 -0.005 0.385 0.432
H -10.857835 24.736812 8.839021 0.198 -0.054 -0.133 0.403
H -9.387416 22.597768 9.655479 0.678 0.523 -0.110 0.273
H -9.931487 23.156633 11.218094 -0.113 -0.604 0.106 0.276
H -9.020633 24.288614 10.467279 0.580 -0.154 -0.961 0.375
H -10.519031 23.016548 7.485357 0.240 0.018 0.222 0.452
H -10.738825 21.396788 8.102633 -0.107 -0.263 0.155 0.309
H -11.872855 21.642975 5.776462 0.358 -0.054 0.264 0.375
H -13.213446 21.724107 6.925026 0.309 -1.068 0.486 0.280
H -12.703627 23.080078 6.368969 0.925 0.721 -0.176 0.334
C -13.386283 10.744786 13.708116 0.228 0.869 -0.743 -1.318
C -13.734119 11.412714 12.356929 -1.673 -0.632 0.021 -0.485
N -15.167303 11.589753 12.148563 -1.397 -1.595 2.499 0.180
C -15.605583 11.758594 10.805287 1.518 0.202 0.014 -0.536
C -17.076526 11.654191 10.522354 -0.424 0.024 -0.041 -1.268
C -15.896964 12.302548 13.220230 0.985 -0.972 0.105 -0.696
C -15.727997 13.762132 13.170226 -0.359 1.424 -1.120 -1.008
H -14.144989 10.008918 13.974519 0.103 -0.015 -0.087 0.323
H -13.284540 11.478554 14.507692 0.012 -0.117 0.100 0.299
H -12.420693 10.269067 13.536547 0.005 -0.143 0.421 0.428
H -13.268141 12.381140 12.174963 0.914 -0.044 0.062 0.351
H -13.482542 10.665440 11.604342 0.515 0.384 -0.318 0.383
H -15.102351 12.681260 10.516222 -0.851 1.027 -0.969 0.426
H -15.061290 11.077815 10.150766 -0.040 -0.681 0.230 0.386
H -17.631902 10.813516 10.938201 0.693 -0.409 0.446 0.307
H -17.628568 12.509440 10.912111 -0.042 0.309 -0.614 0.277
H -17.152677 11.469525 9.450815 -0.435 0.751 -0.114 0.383
H -15.446276 12.018281 14.171105 -0.277 -0.684 0.020 0.329
H -16.968755 12.108115 13.259833 0.040 -0.653 -0.217 0.358
H -14.675056 14.005894 13.028835 -0.032 0.399 0.317 0.252
H -16.203942 14.271175 14.008355 0.368 0.040 0.186 0.402
H -16.271408 14.093979 12.285530 0.142 0.502 -0.198 0.227
C -15.576271 3.629261 0.419454 0.027 1.262 0.887 -1.155
C -16.035934 4.681053 1.473416 -1.544 -0.096 0.242 -0.416
N -17.500676 4.766703 1.765118 1.496 -0.762 -0.245 0.030
C -17.772891 5.452979 3.044255 -0.238 0.399 0.586 -0.742
C -17.088412 6.821336 3.341684 -0.299 0.340 -0.999 -1.007
C -18.175472 5.216758 0.590785 -1.803 1.321 -0.212 -0.327
C -19.677027 4.916679 0.524833 -0.457 -0.532 -0.227 -1.315
H -15.091575 4.201416 -0.371626 0.140 -0.200 -0.107 0.327
H -16.397931 3.105584 -0.069152 0.237 -0.608 0.581 0.321
H -14.793602 3.104568 0.967388 -0.297 -0.955 -0.672 0.327
H -15.695639 4.523481 2.496873 1.067 -0.162 -0.387 0.467
H -15.649454 5.596254 1.024905 -0.060 0.735 0.739 0.234
H -18.849752 5.562650 3.172526 -0.104 0.114 -0.351 0.325
H -17.528158 4.784635 3.869808 0.342 -0.329 -0.162 0.341
H -17.329060 7.382351 4.244698 -0.249 -0.977 0.663 0.428
H -16.001665 6.751573 3.294578 -0.047 0.064 -0.147 0.258
H -17.453293 7.573514 2.642257 0.391 -0.089 -0.710 0.276
H -17.765229 4.839935 -0.346116 0.481 -0.230 0.346 0.383
H -18.091526 6.302021 0.533771 0.189 0.535 -0.277 0.261
H -20.222496 5.049953 1.459077 0.224 0.032 0.121 0.310
H -19.879338 3.907008 0.167413 0.212 -0.318 0.354 0.301
H -20.205448 5.511848 -0.219899 0.288 0.464 -0.018 0.371
C -9.473257 18.083842 20.972000 -0.724 1.877 1.052 -1.300
C -8.195916 17.397552 20.727731 0.004 -1.121 -1.893 -0.523
N -8.235089 17.082134 19.254933 1.276 1.134 0.374 0.079
C -9.064656 15.983215 18.770728 -0.383 -0.731 1.674 -0.382
C -10.509202 16.226453 18.366555 -0.553 -0.078 -0.601 -1.377
C -6.866721 16.869404 18.868429 0.417 -0.376 -1.354 -0.678
C -6.618577 17.292074 17.431527 0.272 0.167 0.011 -1.274
H -9.354278 18.929440 20.294581 -0.747 -0.081 -0.491 0.391
H -9.518852 18.649500 21.902620 -0.094 -0.601 0.606 0.395
H -10.418566 17.569296 20.799541 0.296 -0.164 -0.018 0.248
H -7.391931 18.114422 20.894486 -0.051 0.067 -0.234 0.335
H -7.858104 16.502281 21.249729 -0.650 -0.337 0.591 0.434
H -8.590295 15.425540 17.963215 0.404 0.303 0.179 0.494
H -9.161017 15.311602 19.623802 0.367 -0.713 0.125 0.287
H -11.216154 15.567315 18.870400 0.108 0.297 0.834 0.313
H -10.803647 17.268962 18.487240 -0.126 -0.143 -0.307 0.384
H -10.679480 15.829916 17.365629 0.176 0.816 -0.522 0.346
H -6.607759 15.813382 18.944919 0.143 -0.522 0.070 0.354
H -6.123879 17.350670 19.504560 -0.407 0.396 0.151 0.475
H -6.890165 18.331421 17.246866 0.088 0.115 0.274 0.309
H -7.207148 16.720351 16.714024 0.191 -0.258 0.013 0.290
H -5.548051 17.170324 17.266468 -0.009 -0.049 -0.534 0.401
C -13.769897 8.295605 19.921160 0.635 -1.546 -1.598 -1.057
C -13.244727 6.863078 19.545794 0.923 0.399 1.202 -0.673
N -13.460302 5.890060 20.647522 0.926 -0.388 -0.123 -0.003
C -12.366391 6.008422 21.648697 -1.554 -0.327 0.611 -0.567
C -12.832296 5.328722 22.972336 0.460 0.849 -0.563 -1.204
C -13.438241 4.518059 20.138814 -0.762 0.349 -1.693 -0.423
C -14.584299 4.264935 19.095155 0.078 -0.725 1.395 -1.281
H -14.855690 8.340058 19.836478 0.042 0.004 0.741 0.276
H -13.403444 8.955026 19.134412 0.155 0.262 0.104 0.352
H -13.293406 8.565883 20.863499 -0.657 0.203 0.050 0.246
H -13.476456 6.463392 18.558558 -0.829 0.245 0.259 0.474
H -12.157190 6.913795 19.493081 0.466 0.479 -0.327 0.346
H -12.073521 7.048445 21.792491 -0.797 0.297 0.407 0.423
H -11.381442 5.641195 21.360395 0.026 -0.928 -0.643 0.368
H -13.808952 5.682165 23.302961 0.240 0.704 0.043 0.317
H -12.025430 5.593067 23.655842 -0.352 -0.463 0.639 0.385
H -13.029786 4.257506 22.932515 0.776 -0.098 -0.286 0.302
H -12.513157 4.271644 19.617665 0.623 0.408 -0.453 0.310
H -13.380547 3.754823 20.914865 -0.875 0.324 0.320 0.364
H -14.514697 4.731482 18.112504 0.549 -0.128 0.141 0.344
H -14.613457 3.178311 19.014416 -0.129 -0.052 -0.552 0.391
H -15.565787 4.550880 19.473300 0.053 0.134 0.321 0.308
```
Forces are in eV/Å.

Summary:
net charge = 0
2S+1 = 1
energy relative to the best compared isomer or geometry (same formula, charge and spin) = 547.7 kJ/mol
SMILES string = c1cc[nH]c1.c1cc[nH]c1.c1cc[nH]c1.c1cc[nH]c1.c1cc[nH]c1.c1cc[nH]c1.CCN(CC)CC.CCN(CC)CC.CCN(CC)CC.CCN(CC)CC.CCN(CC)CC.CCN(CC)CC
strongest force on any atom = 3.9 eV/A
molar mass = 1009.704 g/mol